(1)
10
Properties=species:S:1:pos:R:3:forces:R:3 method="wB97M-V/def2-TZVPD" relative_energy_kcal_mol=22.4 multiplicity=3 e_homo_ha="-0.1916 / -0.3545"
C -0.730168 0.057133 1.146012 -0.59 0.04 0.57
C -0.038138 -0.617652 0.248535 0.27 2.64 -3.36
C 0.319068 0.193986 -1.117566 2.04 -1.23 5.33
O 1.543431 -0.300227 -1.486614 1.28 -0.28 -0.71
I -1.230144 -0.279584 -2.623581 -2.82 -0.93 -2.47
H -1.066367 -0.346193 2.084143 0.00 -0.24 0.24
H -1.001559 1.085401 0.953994 0.02 0.10 0.03
H 0.278172 -1.638530 0.283216 0.12 -0.39 0.10
H 0.284514 1.271418 -0.985772 -0.03 0.25 0.19
H 1.863546 0.042988 -2.332012 -0.26 0.04 0.07

=====

(2)
10
Properties=species:S:1:pos:R:3:forces:R:3 method="wB97M-V/def2-TZVPD" relative_energy_kcal_mol=37.0 e_homo_ha=-0.3274 smiles="C=C=C.SI"
C -1.623491 -0.438302 -1.082164 -0.49 -0.70 -1.59
C -0.951756 -0.374120 0.026142 -0.77 -0.15 0.06
C -0.389977 -0.327820 1.194290 -0.13 0.60 2.36
H -1.175508 -0.676268 -2.050105 0.54 -0.11 0.44
H -2.714660 -0.442681 -1.261945 0.54 0.68 1.00
H 0.040452 0.669295 1.557065 -0.64 -1.62 -0.47
H -0.583417 -1.138608 1.999821 0.85 1.22 -1.73
S 2.018155 1.441820 -0.752780 0.05 0.06 -0.26
I 3.243064 -0.471214 -0.153619 0.36 -0.72 -0.19
H 2.137139 1.757895 0.523296 -0.30 0.73 0.37

=====

(3)
13
Properties=species:S:1:pos:R:3:forces:R:3 method="wB97M-V/def2-TZVPD" total_charge=-1 relative_energy_kcal_mol=4.8 multiplicity=2 e_homo_ha="-0.1134 / -0.1188"
O -3.147466 -0.166536 -0.454170 -0.90 -0.03 -0.16
C -1.795155 0.191391 -0.217028 0.72 0.25 0.19
C -0.984808 -1.061360 0.115888 0.83 0.02 0.07
O 0.339223 -0.776744 0.299000 0.44 -0.22 0.32
C 3.948343 1.614152 -0.350533 0.25 -1.26 0.82
O 4.214871 0.586379 -0.993438 0.02 0.43 -0.49
O 3.749785 1.721218 0.870652 -0.05 0.67 -0.15
H -3.725818 0.503177 -0.082526 0.10 -0.02 -0.06
H -1.718399 0.902408 0.625307 0.03 -0.21 -0.21
H -1.353703 0.676682 -1.106062 -0.14 -0.14 0.23
H -1.152416 -1.786646 -0.715702 -0.18 0.05 0.00
H -1.466922 -1.528471 1.007659 -0.11 0.04 -0.03
K 3.092465 -0.875649 1.000955 -1.00 0.44 -0.53

=====

(4)
13
Properties=species:S:1:pos:R:3:forces:R:3 method="wB97M-V/def2-TZVPD" total_charge=+3 relative_energy_kcal_mol=0.0 multiplicity=6 e_homo_ha="-0.9150 / -0.9481"
H 1.413806 -2.589458 0.659591 -1.13 -0.63 0.23
O 0.552044 1.506418 0.051411 0.15 0.70 -0.28
C -0.356281 0.847958 -0.799121 -1.44 -1.34 -1.77
C -0.994652 -0.409619 -0.243016 -0.44 0.10 0.32
O -0.107123 -1.559185 -0.205822 0.26 -0.45 1.30
C 0.643569 -1.800466 0.810537 1.81 -1.64 -4.07
O 0.937853 -1.005485 1.706068 -0.57 1.27 2.32
Li 1.260676 2.965122 -0.798347 0.52 1.35 -0.95
Ru 0.949296 0.929109 1.769164 0.55 0.18 2.50
H 0.131038 0.589808 -1.755423 0.14 0.25 0.20
H -1.206703 1.511796 -1.036335 0.30 0.15 0.14
H -1.797511 -0.726279 -0.915981 0.01 0.13 0.09
H -1.426012 -0.259719 0.757275 -0.16 -0.05 -0.04

=====

(5)
14
Properties=species:S:1:pos:R:3:forces:R:3 method="wB97M-V/def2-TZVPD" total_charge=+1 multiplicity=2 e_homo_ha="-0.3174 / -0.4707"
Sn -0.580742 -2.840821 0.113453 2.69 -3.96 0.74
O -1.716221 -1.424059 -0.228329 -2.42 2.97 0.13
C -1.751460 -0.239971 -0.796535 2.00 2.35 -2.46
H -1.998310 -0.266477 -1.876558 -0.46 0.13 0.62
H -2.277710 0.540283 -0.211988 0.26 -0.35 -0.38
C 0.026621 0.382354 -0.971212 -3.57 -4.33 -0.24
O 0.265566 0.590566 0.438622 -0.62 2.87 -1.98
C 1.199750 -0.071567 1.079221 -0.12 -1.57 -0.88
O 1.249781 -1.277287 1.075757 0.78 1.33 0.90
O 1.967711 0.891815 1.583377 0.80 0.06 1.61
Li 0.583456 2.760660 0.350162 -0.01 -0.79 0.17
H 0.556458 0.805477 -1.838723 -0.05 1.95 0.98
H 0.373383 -0.623348 -1.250259 0.00 -0.37 0.66
H 2.101717 0.772374 2.533011 0.72 -0.29 0.14

=====

(6)
13
Properties=species:S:1:pos:R:3:forces:R:3 method="wB97M-V/def2-TZVPD" relative_energy_kcal_mol=40.8 multiplicity=5 e_homo_ha="-0.2388 / -0.2491"
O -0.690460 1.643730 -0.224427 0.30 -0.07 -0.40
C -1.979375 1.442480 0.019938 -1.37 -0.13 0.83
C -2.687224 0.291139 -0.049849 0.19 0.50 0.54
O -2.235324 -0.928083 -0.478721 0.24 -0.15 -0.34
C -1.039493 -1.489671 0.149286 0.20 0.26 0.00
V 0.338031 0.068527 -0.363923 -2.29 0.14 -1.20
H -2.535901 2.303196 0.425619 0.21 -0.23 -0.26
H -3.716915 0.278290 0.320839 0.27 0.12 -0.34
H -0.919008 -2.470316 -0.342039 -0.07 0.25 0.28
H -1.257279 -1.643165 1.225749 0.09 -0.05 -0.32
Mg 3.704295 0.471093 0.111711 -0.32 -0.12 0.03
O 1.974600 -0.317599 0.449852 2.53 -2.32 2.25
H 1.919262 -1.157735 1.019155 0.03 1.81 -1.08

=====

(7)
9
Properties=species:S:1:pos:R:3:forces:R:3 method="wB97M-V/def2-TZVPD" relative_energy_kcal_mol=47.2 e_homo_ha=-0.3414 smiles="C=CN=C"
C 0.171021 0.327740 1.691067 -0.58 -0.27 -3.11
C 0.330440 0.219137 0.365812 -3.55 0.06 4.12
N -0.774307 -0.156934 -0.402388 2.23 -0.51 -1.95
C -0.402089 -0.438221 -1.603343 -2.84 0.19 -1.96
H 0.960237 0.460816 2.311726 2.25 0.62 1.80
H -0.785082 0.239230 2.067512 -1.85 -0.31 0.98
H 1.256585 0.348364 0.029764 3.69 0.34 -2.25
H 0.536871 -0.164289 -2.232822 -1.11 -0.65 1.77
H -1.293674 -0.835844 -2.227329 1.76 0.53 0.60

=====

(8)
9
Properties=species:S:1:pos:R:3:forces:R:3 method="wB97M-V/def2-TZVPD" relative_energy_kcal_mol=34.1 multiplicity=3 e_homo_ha="-0.3269 / -0.3312"
C -2.153672 -0.175578 -0.078976 -0.32 0.96 -3.41
C 1.193553 1.203855 -0.027402 -0.34 0.62 0.60
C 1.728770 0.104483 0.165716 -0.68 1.74 -0.65
N 2.276022 -0.950881 -0.046063 1.55 -3.27 -0.22
H -1.873598 -0.977617 -0.666992 0.43 -1.69 -0.99
H -2.256863 0.724507 -0.640832 -0.23 0.69 0.28
H 0.351488 1.765600 -0.271096 -0.64 0.90 -0.09
H -2.085775 -0.277637 0.902998 0.10 0.03 4.11
H 2.820071 -1.416731 0.662649 0.14 0.03 0.36

=====

(9)
10
Properties=species:S:1:pos:R:3:forces:R:3 method="wB97M-V/def2-TZVPD" total_charge=+1 relative_energy_kcal_mol=159.1 e_homo_ha=-0.5799
C -0.441747 0.212763 -0.203739 -0.31 -0.08 1.30
C 0.169733 -0.994712 0.464458 -0.29 -0.29 -0.03
N -0.511784 -2.047949 0.447676 -0.38 -0.03 0.18
C 0.300434 1.444907 -0.650989 0.37 0.76 -0.52
N -0.171013 1.337132 0.622522 0.20 -0.56 0.09
H -1.476508 0.085701 -0.537623 0.19 -0.04 -0.47
H 1.139353 -0.884426 0.938242 0.18 0.22 0.03
H -0.071175 -2.807878 0.967490 0.12 -0.12 -0.23
H -0.317994 2.050563 -1.327272 0.01 -0.20 -0.28
H 1.380699 1.603898 -0.720765 -0.09 0.35 -0.09

=====

(10)
10
Properties=species:S:1:pos:R:3:forces:R:3 method="wB97M-V/def2-TZVPD" total_charge=+1 relative_energy_kcal_mol=103.5 e_homo_ha=-0.5842
C 0.371699 0.839011 1.057973 -0.71 1.14 0.25
C 0.701566 0.250719 -0.292013 -0.14 -0.06 1.29
C -0.748530 0.269686 -0.449066 -1.60 0.91 -2.47
N -0.895456 0.891434 0.897230 -0.59 -0.88 -0.29
N -0.008690 -1.032090 -0.270010 -1.88 -1.67 0.31
H 0.801151 1.238255 1.952142 1.03 -0.14 0.22
H 1.463280 0.331138 -0.986883 1.53 0.33 -1.06
H -1.438944 0.442994 -1.379034 1.48 -0.50 2.07
H 0.059714 -1.641765 -1.083677 0.11 0.24 -0.24
H -0.305791 -1.589382 0.553337 0.76 0.64 -0.09

=====

(11)
11
Properties=species:S:1:pos:R:3:forces:R:3 method="wB97M-V/def2-TZVPD" total_charge=+1 relative_energy_kcal_mol=130.4 e_homo_ha=-0.5908 smiles="C/N=C/C=[N+]=O"
C -1.547080 -0.882001 -0.021267 -1.69 1.45 -0.09
N -0.365162 -0.163081 -0.024621 4.46 0.25 0.33
C 0.248052 0.930393 -0.002564 -3.12 2.08 0.33
C 1.649700 0.967451 -0.025317 1.54 0.27 0.19
N 2.052293 -0.244020 0.027438 0.92 -0.72 -0.68
O 1.263183 -1.161567 -0.034265 -1.52 0.75 0.37
H -1.835919 -0.956640 -1.078371 -1.07 0.51 0.51
H -1.394483 -1.859578 0.249464 0.97 -2.52 0.79
H -2.173266 -0.506010 0.838516 -0.13 0.06 -1.53
H -0.133162 1.992641 0.127186 -0.48 -1.56 -0.39
H 2.235848 1.882408 -0.056198 0.13 -0.58 0.17

=====

(12)
12
Properties=species:S:1:pos:R:3:forces:R:3 method="wB97M-V/def2-TZVPD" total_charge=+1 relative_energy_kcal_mol=38.4 e_homo_ha=-0.5373 smiles="[NH3+][C@@H]1OC=NC1=O"
N -1.213510 0.846375 0.224122 -2.20 -2.14 2.53
C -0.394640 -0.018807 -0.629546 3.19 0.80 -1.25
O -0.296728 -1.358308 -0.230036 -0.20 0.72 0.51
C 0.962081 -1.531068 0.236864 0.24 -2.00 -0.42
N 1.826420 -0.600448 0.252963 1.80 -1.96 1.05
C 1.297226 0.520982 -0.139150 -5.13 0.23 -1.71
O 1.416139 1.673826 -0.073804 1.35 2.01 0.34
H -1.043657 0.531910 1.254317 -0.82 0.08 -1.89
H -2.293731 0.641192 -0.021337 2.78 1.66 0.99
H -0.800513 1.800937 0.356520 -0.79 -0.12 -1.32
H -0.647213 0.080189 -1.712232 0.00 -0.10 1.09
H 1.188126 -2.586778 0.481320 -0.20 0.81 0.08

=====

Computed values of maximum force (unit: hartree/bohr) for the preceding records, in sequence: 0.11351; 0.04736; 0.02963; 0.09239; 0.10925; 0.07982; 0.10581; 0.07999; 0.02607; 0.05986; 0.08701; 0.10517.